A structure of composition C12H16Cl3NPm. Source: the Open Molecules 2025 dataset; level of theory: ωB97M-V/def2-TZVPD.

Summary:
**DFT total energy**: -68317.2684 eV
**⟨S²⟩**: 6.009
**Multiplicity**: 5
**Net charge**: -1
**Orbital gap (alpha / beta)**: 4.50 / 4.53 eV
**LUMO (alpha / beta)**: 2.30 / 2.30 eV

Last column: Löwdin charge in e.
Positions of all 33 atoms, in Å:
1 Pm 1.348 -0.344 0.601  0.92
2 Cl 1.758 -2.843 0.286  -0.27
3 Cl 2.716 1.278 2.029  -0.26
4 C 2.441 0.349 -1.228  -0.39
5 H 2.939 1.325 -1.152  0.02
6 H 2.976 -0.429 -1.788  0.02
7 C -0.182 0.789 -1.189  -0.38
8 C 1.035 0.569 -1.930  -0.54
9 H -0.152 1.325 -0.209  0.02
10 C 0.760 -0.620 -2.937  -0.20
11 H 1.246 1.452 -2.598  0.12
12 C -0.248 -0.146 -3.979  -0.24
13 H 1.678 -0.944 -3.436  0.10
14 H 0.339 -1.479 -2.379  0.10
15 C -1.559 0.200 -3.305  -0.22
16 H 0.099 0.758 -4.499  0.10
17 H -0.419 -0.906 -4.747  0.10
18 C -1.406 1.013 -1.992  -0.26
19 H -2.153 0.819 -3.992  0.09
20 H -2.125 -0.734 -3.136  0.10
21 H -1.361 2.084 -2.265  0.09
22 H -2.311 0.881 -1.389  0.09
23 Cl -1.294 2.136 5.471  0.69
24 C -0.915 0.714 4.605  -0.67
25 C -1.036 -0.545 5.205  -0.09
26 C -0.710 -1.688 4.479  -0.05
27 C -0.296 -1.541 3.154  -0.14
28 N -0.223 -0.328 2.571  -0.09
29 C -0.483 0.803 3.280  -0.16
30 H -1.377 -0.608 6.231  0.10
31 H -0.769 -2.690 4.901  0.11
32 H -0.002 -2.404 2.541  0.07
33 H -0.315 1.756 2.795  0.10

---

A cluster of 2 separate species, C3H5NO2 in total. Source: the Open Molecules 2025 dataset; level of theory: ωB97M-V/def2-TZVPD.

Summary:
**DFT total energy**: -8771.9202 eV
**Orbital gap (alpha / beta)**: 8.83 / 7.39 eV
**LUMO (alpha / beta)**: 0.46 / -0.07 eV

Last column: Löwdin charge in e.
Positions of all 11 atoms, in Å:
1 C 2.317 0.744 -0.304  -0.09
2 C -1.043 1.144 0.193  -0.04
3 C -0.434 -0.937 -0.661  -0.24
4 N 3.260 0.226 0.026  0.07
5 O -0.220 -2.268 -0.239  0.02
6 O -0.959 -0.219 0.260  -0.05
7 H 1.360 1.176 -0.539  0.02
8 H -2.049 1.432 0.396  0.05
9 H -0.490 1.530 -0.645  0.03
10 H 0.007 -0.590 -1.533  0.11
11 H 0.673 -2.576 -0.546  0.12

---

A cluster of 10 separate species, C42H105B2FIN3O14PS in total. Source: the Open Molecules 2025 dataset; level of theory: ωB97M-V/def2-TZVPD.

Summary:
**DFT total energy**: -110686.0677 eV
**Net charge**: +1
**Orbital gap**: 6.92 eV
**LUMO**: -3.85 eV

Last column: Löwdin charge in e.
Positions of all 170 atoms, in Å:
1 C 6.693 0.956 2.513  -0.11
2 O 6.644 2.262 1.980  -0.19
3 C 5.747 3.141 2.640  -0.23
4 C 4.581 3.521 1.735  -0.19
5 C 3.732 2.323 1.323  -0.21
6 C 2.505 2.748 0.514  -0.20
7 C 1.668 1.557 0.034  -0.20
8 C 0.295 2.014 -0.474  -0.12
9 C -0.761 0.906 -0.765  -0.25
10 B 0.027 -0.481 -1.022  -0.65
11 O 0.528 -0.719 -2.276  0.18
12 O 0.156 -1.474 -0.084  0.18
13 N -1.418 1.333 -2.066  0.09
14 C -2.513 0.527 -2.383  -0.35
15 N -2.637 0.071 -3.603  -0.04
16 P -1.626 0.301 -5.029  0.33
17 S -1.410 -1.308 -6.012  0.25
18 N -3.472 0.203 -1.480  0.19
19 C -3.180 0.197 -0.024  -0.35
20 F -4.218 0.993 0.487  0.03
21 C -3.439 -1.216 0.493  -0.10
22 C -2.914 -2.389 -0.366  -0.28
23 C -2.231 -3.482 0.463  -0.66
24 I -3.592 -5.022 1.012  0.93
25 C -1.863 0.937 0.339  -0.14
26 C -1.316 0.575 1.732  -0.01
27 B -2.213 1.040 2.962  -0.61
28 O -1.783 2.064 3.800  0.15
29 O -3.369 0.352 3.202  0.18
30 H 7.592 0.469 2.126  0.09
31 H 6.763 0.959 3.608  0.07
32 H 5.826 0.349 2.207  0.08
33 H 6.301 4.044 2.923  0.12
34 H 5.378 2.674 3.565  0.12
35 H 3.975 4.258 2.280  0.12
36 H 4.997 4.007 0.848  0.10
37 H 4.348 1.645 0.719  0.12
38 H 3.394 1.774 2.214  0.12
39 H 2.820 3.345 -0.350  0.13
40 H 1.871 3.373 1.158  0.12
41 H 1.559 0.862 0.879  0.11
42 H 2.227 1.035 -0.754  0.13
43 H -0.123 2.705 0.270  0.13
44 H 0.434 2.598 -1.392  0.13
45 H 0.772 0.075 -2.764  0.10
46 H 0.710 -1.248 0.674  0.12
47 H -1.830 2.243 -1.834  0.16
48 H -3.426 -0.552 -3.768  0.14
49 H -0.521 0.930 -4.449  -0.01
50 H -2.320 1.352 -5.645  -0.01
51 H -4.381 0.614 -1.674  0.18
52 H -3.104 -1.313 1.525  0.11
53 H -4.531 -1.291 0.539  0.11
54 H -2.248 -2.080 -1.180  0.09
55 H -3.783 -2.835 -0.858  0.08
56 H -1.398 -3.941 -0.065  0.04
57 H -1.843 -3.093 1.404  0.04
58 H -2.174 1.995 0.382  0.16
59 H -1.170 -0.507 1.806  0.11
60 H -0.334 1.039 1.861  0.11
61 H -2.211 2.920 3.651  0.10
62 H -4.023 0.864 3.697  0.11
63 C 2.688 -2.275 -6.075  -0.06
64 C 3.611 -3.170 -5.267  -0.50
65 C 3.058 -4.576 -5.121  -0.05
66 O 3.858 -2.592 -3.979  -0.06
67 H 1.719 -2.179 -5.572  0.05
68 H 3.116 -1.277 -6.175  0.08
69 H 2.523 -2.686 -7.072  0.07
70 H 4.584 -3.218 -5.757  0.11
71 H 2.101 -4.552 -4.591  0.08
72 H 3.745 -5.198 -4.547  0.08
73 H 2.905 -5.035 -6.098  0.08
74 H 3.011 -2.551 -3.520  0.07
75 C 7.657 1.250 8.029  -0.06
76 C 7.417 0.370 6.814  -0.51
77 C 7.771 -1.083 7.088  -0.06
78 O 8.136 0.861 5.682  -0.06
79 H 8.714 1.225 8.309  0.08
80 H 7.389 2.284 7.813  0.08
81 H 7.073 0.909 8.885  0.08
82 H 6.366 0.437 6.520  0.13
83 H 8.831 -1.170 7.342  0.08
84 H 7.583 -1.697 6.207  0.08
85 H 7.190 -1.481 7.921  0.08
86 H 9.076 0.824 5.890  0.09
87 C -8.081 -0.964 1.899  -0.05
88 C -7.067 -1.273 2.986  -0.50
89 C -7.083 -0.224 4.087  -0.04
90 O -5.751 -1.397 2.443  -0.07
91 H -7.850 0.000 1.432  0.08
92 H -8.057 -1.731 1.124  0.07
93 H -9.093 -0.901 2.298  0.08
94 H -7.282 -2.253 3.415  0.08
95 H -6.828 0.758 3.671  0.07
96 H -6.354 -0.473 4.860  0.08
97 H -8.067 -0.143 4.548  0.09
98 H -5.500 -0.543 2.071  0.05
99 C 5.926 -4.567 -10.359  -0.06
100 C 4.571 -4.224 -9.764  -0.50
101 C 3.922 -3.043 -10.467  -0.06
102 O 4.685 -3.974 -8.361  -0.07
103 H 6.609 -3.719 -10.254  0.08
104 H 6.365 -5.420 -9.843  0.08
105 H 5.842 -4.806 -11.420  0.08
106 H 3.913 -5.093 -9.834  0.14
107 H 4.551 -2.153 -10.366  0.08
108 H 2.949 -2.822 -10.029  0.07
109 H 3.787 -3.243 -11.531  0.08
110 H 5.267 -3.213 -8.249  0.09
111 C 7.289 7.301 1.182  -0.06
112 C 6.415 7.160 -0.053  -0.50
113 C 6.077 8.506 -0.670  -0.06
114 O 5.224 6.429 0.256  -0.07
115 H 6.767 7.881 1.949  0.08
116 H 7.525 6.321 1.598  0.07
117 H 8.223 7.812 0.948  0.08
118 H 6.930 6.541 -0.790  0.14
119 H 5.523 9.120 0.046  0.08
120 H 5.457 8.377 -1.557  0.08
121 H 6.980 9.048 -0.951  0.08
122 H 4.729 6.938 0.908  0.09
123 C -11.459 3.016 0.106  -0.06
124 C -10.555 1.819 0.353  -0.51
125 C -10.396 0.959 -0.892  -0.06
126 O -11.029 1.040 1.447  -0.06
127 H -12.460 2.679 -0.177  0.08
128 H -11.548 3.620 1.008  0.08
129 H -11.074 3.644 -0.699  0.08
130 H -9.571 2.171 0.676  0.13
131 H -11.367 0.564 -1.203  0.08
132 H -9.737 0.114 -0.691  0.07
133 H -9.987 1.537 -1.722  0.08
134 H -11.904 0.706 1.220  0.09
135 C -4.078 3.902 7.701  -0.05
136 C -4.416 4.039 6.227  -0.49
137 C -5.564 3.130 5.819  -0.06
138 O -3.263 3.777 5.421  -0.07
139 H -3.772 2.876 7.925  0.08
140 H -3.257 4.566 7.968  0.08
141 H -4.938 4.143 8.325  0.08
142 H -4.678 5.075 6.008  0.14
143 H -5.296 2.083 5.996  0.08
144 H -5.795 3.253 4.759  0.08
145 H -6.466 3.344 6.393  0.09
146 H -2.980 2.870 5.591  0.07
147 C 8.364 -3.267 -3.287  -0.06
148 C 7.734 -3.338 -4.668  -0.50
149 C 7.396 -4.766 -5.063  -0.06
150 O 8.583 -2.738 -5.647  -0.05
151 H 9.299 -3.835 -3.269  0.08
152 H 8.592 -2.234 -3.024  0.08
153 H 7.698 -3.684 -2.531  0.08
154 H 6.825 -2.732 -4.679  0.12
155 H 8.305 -5.374 -5.094  0.08
156 H 6.942 -4.790 -6.055  0.07
157 H 6.704 -5.224 -4.354  0.08
158 H 9.405 -3.241 -5.674  0.09
159 C -8.915 -5.277 0.888  -0.06
160 C -8.065 -5.518 2.125  -0.48
161 C -7.790 -4.230 2.886  -0.07
162 O -6.840 -6.165 1.778  -0.09
163 H -8.394 -4.602 0.201  0.08
164 H -9.102 -6.214 0.364  0.08
165 H -9.873 -4.825 1.148  0.08
166 H -8.575 -6.226 2.781  0.14
167 H -7.234 -3.529 2.255  0.06
168 H -7.187 -4.431 3.772  0.10
169 H -8.720 -3.750 3.196  0.10
170 H -6.363 -5.566 1.194  -0.02

---

A cluster of 2 separate species, C7H16NOS in total. Source: the Open Molecules 2025 dataset; level of theory: ωB97M-V/def2-TZVPD.

Summary:
**DFT total energy**: -21879.9944 eV
**Net charge**: +1
**Orbital gap (alpha / beta)**: 7.88 / 7.89 eV
**LUMO (alpha / beta)**: -4.99 / -4.99 eV

Last column: Löwdin charge in e.
Positions of all 26 atoms, in Å:
1 C -2.948 0.656 1.349  0.07
2 C -2.461 0.222 0.216  -0.27
3 C 1.979 1.159 -0.046  -0.06
4 C 1.160 -0.268 1.820  -0.08
5 C 1.658 -1.644 -0.940  -0.01
6 C 0.780 0.275 0.457  -0.43
7 C 0.462 -0.757 -0.574  -0.78
8 N -2.503 0.452 -1.138  0.12
9 O -0.107 -0.111 -1.770  -0.10
10 S -0.896 -1.799 0.207  0.89
11 H -2.879 0.277 2.277  0.03
12 H -3.868 1.416 1.335  0.15
13 H 2.246 1.971 0.673  0.10
14 H 1.704 1.743 -0.985  0.09
15 H 2.995 0.667 -0.248  0.11
16 H 0.919 0.283 2.646  0.06
17 H 0.828 -1.207 2.085  0.03
18 H 2.189 -0.457 2.003  0.09
19 H 2.280 -0.978 -1.543  0.10
20 H 1.310 -2.437 -1.507  0.07
21 H 2.073 -1.911 -0.066  0.06
22 H 0.058 1.010 0.432  0.09
23 H -1.457 0.380 -1.600  0.13
24 H -3.184 1.204 -1.375  0.19
25 H -3.000 -0.454 -1.454  0.20
26 H 0.665 0.306 -2.254  0.15